(1)
Below is C27H25Cl4MgNOP as an isolated structure, with properties calculated with ωB97M-V/def2-TZVPD.

CARTESIAN COORDINATES (ANGSTROEM)
Mg 0.6402 1.4486 1.1258
Cl -1.3290 1.9302 2.9292
C -0.8401 0.5486 3.9544
Cl 0.3969 -0.4347 3.1329
H -1.7090 -0.0720 4.1306
H -0.4120 0.9375 4.8687
O -0.3206 3.9783 0.4978
N -0.5553 2.7713 -0.2208
C -1.6431 2.8160 -0.8662
C -2.1391 1.7040 -1.7023
C -2.9648 2.1142 -2.7504
C -3.4506 1.2059 -3.6713
C -3.1333 -0.1375 -3.5381
C -2.3439 -0.5608 -2.4796
C -1.8308 0.3389 -1.5487
P -0.9019 -0.3398 -0.1102
C -2.1590 -1.4587 0.6026
C -3.1356 -0.8624 1.4038
C -4.1587 -1.6211 1.9555
C -4.2093 -2.9889 1.7174
C -3.2431 -3.5886 0.9221
C -2.2215 -2.8288 0.3628
C 0.3783 -1.4294 -0.8154
C 0.8586 -1.2909 -2.1117
C 1.9568 -2.0286 -2.5343
C 2.5833 -2.9123 -1.6693
C 2.1102 -3.0609 -0.3719
C 1.0189 -2.3198 0.0537
H 0.5992 4.1967 0.2770
H -2.2071 3.7461 -0.8678
H -3.2153 3.1656 -2.8470
H -4.0761 1.5438 -4.4875
H -3.5133 -0.8602 -4.2488
H -2.1288 -1.6167 -2.3656
H -3.1085 0.2082 1.5797
H -4.9178 -1.1459 2.5656
H -5.0033 -3.5855 2.1482
H -3.2842 -4.6541 0.7300
H -1.4768 -3.3082 -0.2597
H 0.3986 -0.5866 -2.7943
H 2.3284 -1.9020 -3.5434
H 3.4390 -3.4851 -2.0038
H 2.5931 -3.7509 0.3094
H 0.6523 -2.4498 1.0661
Cl 2.2284 1.0787 5.8109
C 3.0691 1.6942 4.3906
Cl 1.9972 2.6679 3.3461
H 3.4417 0.8625 3.8121
H 3.8642 2.3471 4.7160
C 4.6671 1.1977 -1.6660
C 4.7651 0.8322 -0.3294
C 3.6521 0.9308 0.4978
C 2.3989 1.3748 0.0431
C 2.3453 1.7306 -1.3185
C 3.4527 1.6523 -2.1604
H 5.5337 1.1334 -2.3145
H 5.7100 0.4733 0.0647
H 3.7763 0.6327 1.5376
H 1.4085 2.0744 -1.7538
H 3.3679 1.9438 -3.2018

The energy above the lowest of the compared OMol25 structures with the same formula, charge and spin comes out at 6.90 kcal/mol. The calculation puts the HOMO-LUMO gap at 7.890 eV. The value obtained for the total energy is -3555.85781 a.u. Its net charge is +1.

These are the Löwdin partial charges, in e, on atoms 1 to 6:
1. Mg 0.336
2. Cl 0.613
3. C -0.857
4. Cl 0.606
5. H 0.043
6. H 0.003

---

(2)
Below is C27H25Cl5N3O3Sr as an isolated structure, with properties calculated with ωB97M-V/def2-TZVPD.

CARTESIAN COORDINATES (ANGSTROEM)
Sr 0.5252 -0.1874 0.0909
C 1.9216 -2.6560 0.6557
N 0.5133 -2.6275 0.2650
C 0.3659 -3.1521 -1.0942
C -1.0361 -2.9928 -1.6869
C -1.3602 -1.5808 -2.1888
N -1.4696 -0.6037 -1.1293
C -2.5702 0.0351 -1.0077
C -2.8233 1.1462 -0.1235
C -4.1545 1.5472 0.0807
C -4.4742 2.6550 0.8273
C -3.4332 3.4288 1.3674
C -2.1209 3.0878 1.1697
C -1.7473 1.9209 0.4341
O -0.5229 1.6203 0.2563
C -0.3268 -3.3554 1.2311
C -1.5049 -2.5370 1.7735
C -1.1032 -1.5852 2.8959
N -0.1725 -0.5571 2.4536
C -0.0660 0.4658 3.2206
C 0.7766 1.6128 3.0385
C 0.5395 2.7238 3.8675
C 1.1721 3.9266 3.6747
C 2.0873 4.0412 2.6137
C 2.3800 2.9685 1.8153
C 1.7552 1.6950 1.9888
O 2.0595 0.7049 1.2483
H 2.3233 -3.6799 0.6750
H 2.0336 -2.2021 1.6419
H 2.5081 -2.0640 -0.0473
H 0.6446 -4.2207 -1.1161
H 1.0685 -2.6169 -1.7361
H -1.8019 -3.2973 -0.9683
H -1.1148 -3.6689 -2.5418
H -2.2888 -1.6206 -2.7802
H -0.5539 -1.2606 -2.8586
H -3.4159 -0.2364 -1.6622
H -4.9503 0.9525 -0.3591
H -5.5075 2.9333 0.9921
H -3.6762 4.3188 1.9382
H -1.3117 3.6784 1.5843
H 0.2897 -3.6586 2.0823
H -0.7040 -4.2793 0.7756
H -2.2613 -3.2224 2.1682
H -1.9593 -1.9592 0.9674
H -0.6340 -2.1788 3.6944
H -2.0091 -1.1344 3.3256
H -0.7115 0.5230 4.1129
H -0.1872 2.6222 4.6688
H 0.9562 4.7746 4.3126
H 2.5637 4.9980 2.4279
H 3.0871 3.0524 0.9985
Cl 3.6157 0.6464 -7.0947
C 3.1106 0.3706 -5.4665
C 1.9773 1.0049 -4.9557
Cl 1.0771 2.0747 -5.9655
C 1.5696 0.7838 -3.6529
Cl 0.2093 1.6016 -2.9813
C 2.2484 -0.1167 -2.7785
O 1.8353 -0.3690 -1.6044
C 3.4084 -0.7222 -3.3375
Cl 4.2893 -1.7990 -2.3105
C 3.8272 -0.4923 -4.6389
Cl 5.2343 -1.2807 -5.2479

The energy above the lowest of the compared OMol25 structures with the same formula, charge and spin comes out at 44.15 kcal/mol. The calculation puts the HOMO-LUMO gap at 6.914 eV. The value obtained for the total energy is -3765.70494 a.u. Its net charge is -1.

These are the Löwdin partial charges, in e, on atoms 1 to 6:
1. Sr 1.552
2. C -0.108
3. N -0.334
4. C -0.207
5. C -0.152
6. C -0.229

---

(3)
Below is C27H25F3N4RbSSb as an isolated structure, with properties calculated with ωB97M-V/def2-TZVPD.

CARTESIAN COORDINATES (ANGSTROEM)
Rb 13.0074 15.2490 10.0138
C 10.3428 18.3620 10.1414
C 11.6579 18.8841 10.7278
C 11.7449 20.1595 11.3952
C 12.8982 20.7929 11.8426
C 14.0085 19.9010 11.9355
C 13.8370 18.6362 11.4366
N 12.8077 18.1141 10.6711
Sb 15.5576 17.2567 12.2875
C 16.6680 15.8582 10.9523
C 18.0714 15.7485 11.2375
C 18.6620 14.4850 11.1769
C 17.9680 13.4478 10.6211
C 16.6251 13.6398 10.2734
C 15.7886 12.5425 9.7036
N 16.0164 14.8570 10.4155
C 14.1833 16.1346 13.6693
C 14.1898 16.2860 15.0580
C 13.3907 15.4566 15.8235
C 12.7286 14.4075 15.1696
C 12.9838 14.1737 13.7817
C 12.5162 12.8986 13.2158
N 13.7625 15.0408 13.0439
H 10.3928 17.3341 9.8052
H 9.6119 18.2966 10.9733
H 10.5665 20.2150 8.6183
H 10.7717 20.6600 11.4707
H 13.0286 21.8644 11.9651
H 14.9680 20.1531 12.3701
H 18.7025 16.5970 11.4965
H 19.7104 14.3512 11.5147
H 18.4211 12.4395 10.5822
H 16.2413 11.5687 9.9126
H 14.6899 12.6253 9.9831
H 15.7680 12.6710 8.6054
H 14.7487 17.0634 15.5481
H 13.1977 15.6069 16.8752
H 12.1165 13.6816 15.7726
H 11.8291 12.4602 13.9092
H 12.0265 13.0625 12.2131
H 13.4430 12.2743 13.0236
N 11.3961 14.9543 7.6384
H 11.7440 13.9501 7.8102
H 11.4596 15.0709 6.6326
H 10.4007 14.8168 7.8284
S 9.5288 19.4620 8.9843
F 6.6799 8.1102 7.2833
C 7.0991 8.0719 8.6134
F 5.9430 8.3568 9.3173
F 7.3636 6.7895 8.9785
C 8.2101 9.0038 8.8581
C 8.1482 10.2435 8.1670
C 9.1709 11.1320 8.1850
C 10.2723 10.8638 9.0127
C 10.3979 9.6560 9.6719
C 9.3800 8.6795 9.5597
C 11.3432 11.7914 9.0665
C 12.2647 12.6549 9.1395
H 7.2575 10.4391 7.5678
H 9.2713 11.9162 7.4671
H 11.2363 9.4265 10.2744
H 9.4653 7.6349 9.9233

The energy above the lowest of the compared OMol25 structures with the same formula, charge and spin comes out at 56.23 kcal/mol. The calculation puts the HOMO-LUMO gap (alpha / beta) at 2.480 / 2.321 eV. The value obtained for the total energy is -2224.77940 a.u. Its net charge is -2.

These are the Löwdin partial charges, in e, on atoms 1 to 6:
1. Rb 0.682
2. C -0.551
3. C -0.392
4. C -0.142
5. C -0.186
6. C -0.244